68
Properties=species:S:1:pos:R:3 method="wB97M-V/def2-TZVPD" e_tot_ev=-87558.6847 spin_multiplicity=2 e_above_lowest_kj_mol=12.9 homo_ev="-7.23 / -7.23" s2=0.764 orbital_gap_ev="6.9 / 6.9"
Cr 0.04 -0.38 0.09
N -1.46 -2.05 -0.02
N -2.07 -2.30 1.21
C -2.16 -1.34 2.13
N -2.87 -1.65 3.23
S -1.53 0.20 1.89
H -2.16 -1.91 -0.74
H -0.85 -2.83 -0.26
H -2.44 -3.22 1.39
H -3.06 -2.60 3.47
H -2.83 -0.98 3.98
F 4.35 -0.42 4.70
C 3.96 -1.50 4.02
C 3.92 -1.49 2.69
N 3.54 -2.61 1.96
C 3.22 -2.45 0.56
C 1.78 -2.05 0.37
O 1.36 -1.76 -0.80
O 1.02 -1.94 1.37
C 3.11 -3.76 2.59
O 2.69 -4.73 1.98
N 3.19 -3.73 3.96
C 3.55 -2.66 4.79
O 3.49 -2.75 5.99
H 4.17 -0.60 2.13
H 3.40 -3.39 0.03
H 3.85 -1.67 0.13
H 2.88 -4.57 4.43
C -3.57 4.89 -3.12
C -2.89 3.89 -3.81
C -2.08 2.99 -3.13
C -1.93 3.07 -1.75
C -2.60 4.09 -1.07
C -3.41 4.99 -1.74
C -1.09 2.10 -0.99
C -1.05 0.77 -1.15
C -1.96 0.03 -2.06
C -3.35 0.14 -1.97
C -4.18 -0.64 -2.77
C -3.64 -1.55 -3.67
C -2.26 -1.68 -3.76
C -1.43 -0.90 -2.96
H -4.20 5.59 -3.65
H -3.00 3.81 -4.89
H -1.55 2.22 -3.68
H -2.47 4.16 0.01
H -3.93 5.76 -1.19
H -0.44 2.56 -0.24
H -3.77 0.84 -1.25
H -5.26 -0.52 -2.69
H -4.29 -2.15 -4.30
H -1.83 -2.39 -4.46
H -0.35 -1.01 -3.04
C 1.62 0.93 2.89
C 2.12 1.26 1.52
C 3.22 2.01 1.21
C 3.34 2.05 -0.22
C 2.30 1.33 -0.73
C 2.01 1.06 -2.18
N 1.54 0.82 0.32
H 2.40 1.14 3.62
H 1.34 -0.12 2.98
H 0.74 1.53 3.16
H 3.87 2.50 1.93
H 4.09 2.57 -0.79
H 2.77 1.55 -2.79
H 1.04 1.45 -2.47
H 2.03 -0.01 -2.40